w.
Below is C4H5Cl in the gas phase, with properties calculated with ωB97M-V/def2-TZVPD.

Last columns: bonded neighbours and bond lengths (Å).
Geometry (Å):
1 C 1.3565 -0.5825 0.2615  C2 1.380, H6 1.007, H7 1.114
2 C 0.0818 -0.8592 -0.1884  C1 1.380, C3 1.457, H8 1.124
3 C -1.0514 0.0473 -0.0632  C2 1.457, C4 1.314, Cl5 1.695
4 C -0.6468 1.2960 -0.1331  C3 1.314, H9 1.202, H10 1.174
5 Cl -2.6362 -0.5323 0.0998  C3 1.695
6 H 1.6359 0.2123 0.8129  C1 1.007
7 H 1.9986 -1.3158 -0.2771  C1 1.114
8 H 0.1225 -1.9221 -0.5506  C2 1.124
9 H -1.3766 2.2290 0.0705  C4 1.202
10 H 0.5158 1.4273 -0.0322  C4 1.174

Values from the calculation:
Orbital gap ... 9.62 eV
Highest occupied orbital energy ... -9.0 eV
SMILES string ... C=CC(=C)Cl
Net charge ... 0

These are the natural (NBO) partial charges, in e, on atoms 1 to 8:
1. C -0.384
2. C -0.219
3. C -0.136
4. C -0.371
5. Cl 0.047
6. H 0.188
7. H 0.210
8. H 0.226

x.
Below is C4H5Cl in the gas phase, with properties calculated with ωB97M-V/def2-TZVPD.

Last columns: bonded neighbours and bond lengths (Å).
Geometry (Å):
1 C 0.5183 -0.1212 0.3306  C3 1.313, C4 1.572, H9 1.061
2 C -1.2074 -0.5633 -1.5311  C4 1.449, Cl5 1.680
3 C 0.7863 0.9745 1.0019  C1 1.313, H6 1.141, H7 1.082
4 C -0.8840 -0.6696 -0.1226  C1 1.572, C2 1.449, H8 1.141, H10 1.159
5 Cl -0.0789 0.2413 -2.4809  C2 1.680
6 H 1.8634 1.1365 1.3416  C3 1.141
7 H 0.1904 1.8598 1.1783  C3 1.082
8 H -0.5846 -1.7663 -0.0236  C4 1.141
9 H 1.2692 -0.7469 -0.0820  C1 1.061
10 H -1.8728 -0.3449 0.3877  C4 1.159

Values from the calculation:
Orbital gap ... 8.27 eV
Highest occupied orbital energy ... -8.5 eV
Net charge ... 0

These are the natural (NBO) partial charges, in e, on atoms 1 to 8:
1. C -0.193
2. C 0.014
3. C -0.392
4. C -0.644
5. Cl 0.045
6. H 0.197
7. H 0.206
8. H 0.290

Of all the structures shown, which is most stable? w, and x is the least stable.